# 1
# C24H24FN3O2PdSSi

A structure of composition C24H24FN3O2PdSSi (ωB97M-V/def2-TZVPD, the OMol25 dataset).

Atoms and positions in Å:
Pd  0.800  0.198  0.165
C  1.026  1.972  -2.358
Si  0.751  3.291  -1.053
C  2.090  4.627  -1.297
C  -0.849  4.214  -1.542
N  0.753  2.606  0.493
C  0.468  3.208  1.653
C  0.255  4.615  1.800
C  -0.049  5.237  3.000
C  -0.156  4.506  4.174
C  0.065  3.129  4.095
C  0.367  2.522  2.899
F  0.578  1.188  2.936
H  1.448  2.333  -3.305
H  0.080  1.466  -2.569
H  1.697  1.215  -1.912
H  2.066  5.035  -2.313
H  3.087  4.220  -1.113
H  1.937  5.455  -0.598
H  -0.721  4.735  -2.496
H  -1.133  4.954  -0.789
H  -1.685  3.516  -1.650
H  0.351  5.220  0.906
H  -0.201  6.313  3.018
H  -0.398  4.978  5.119
H  0.009  2.497  4.974
O  2.775  -1.680  0.672
S  1.726  -2.666  0.673
O  1.598  -3.507  1.853
N  0.378  -2.029  0.166
C  -0.862  -2.537  0.369
C  -1.168  -3.884  0.557
C  -2.494  -4.336  0.569
C  -3.556  -3.483  0.406
C  -3.308  -2.096  0.280
C  -4.338  -1.135  0.139
C  -4.024  0.194  0.100
C  -2.675  0.579  0.237
N  -1.697  -0.283  0.334
C  -1.977  -1.607  0.313
C  2.155  -3.772  -0.662
C  2.331  -3.225  -1.931
C  2.600  -4.057  -3.004
C  2.698  -5.434  -2.819
C  2.526  -5.972  -1.552
C  2.251  -5.142  -0.472
H  -0.355  -4.589  0.669
H  -2.684  -5.397  0.694
H  -4.577  -3.849  0.384
H  -5.369  -1.469  0.078
H  -4.795  0.950  -0.003
H  -2.390  1.627  0.295
H  2.243  -2.150  -2.046
H  2.733  -3.636  -3.994
H  2.904  -6.083  -3.663
H  2.602  -7.044  -1.407
H  2.109  -5.535  0.527

Properties
Total energy = -2159.15323 Ha
Net charge = -2
Highest occupied orbital energy = 0.99 eV
Spin multiplicity = 1

***

# 2
# C24H24N2O4

The molecule C24H24N2O4 (ωB97M-V/def2-TZVPD, the OMol25 dataset).

Atoms and positions in Å:
C  1.213  1.432  -1.619
N  1.336  2.303  -0.467
C  2.408  2.296  0.361
O  2.589  3.114  1.238
C  3.415  1.157  0.144
O  2.733  -0.049  0.423
C  3.338  -1.252  0.176
C  4.688  -1.387  -0.119
C  5.225  -2.639  -0.368
C  4.422  -3.765  -0.346
C  3.074  -3.631  -0.069
C  2.516  -2.390  0.208
C  1.042  -2.337  0.450
O  0.276  -3.099  -0.110
N  0.625  -1.428  1.363
H  1.274  -0.732  1.692
C  -0.781  -1.204  1.593
H  -1.286  -2.173  1.562
H  -0.921  -0.761  2.581
C  -1.385  -0.284  0.514
H  -1.126  -0.674  -0.478
O  -2.774  -0.128  0.652
C  -3.607  -1.138  0.247
C  -4.966  -0.894  0.446
C  -5.906  -1.829  0.066
C  -5.508  -3.020  -0.520
C  -4.162  -3.261  -0.718
C  -3.205  -2.332  -0.340
H  -2.165  -2.567  -0.506
H  -3.838  -4.187  -1.171
H  -6.243  -3.753  -0.817
H  -6.955  -1.627  0.227
H  -5.256  0.040  0.902
H  -0.975  0.726  0.615
H  2.419  -4.489  -0.066
H  4.841  -4.738  -0.550
H  6.279  -2.726  -0.586
H  5.328  -0.520  -0.148
H  4.241  1.315  0.847
H  3.803  1.166  -0.883
C  0.314  3.273  -0.273
C  -0.146  4.025  -1.347
C  -1.163  4.944  -1.161
C  -1.723  5.122  0.092
C  -1.259  4.377  1.163
C  -0.246  3.453  0.985
H  0.119  2.877  1.821
H  -1.692  4.510  2.143
H  -2.516  5.840  0.233
H  -1.514  5.526  -2.000
H  0.296  3.902  -2.325
H  0.201  1.513  -2.009
H  1.918  1.710  -2.409
H  1.384  0.394  -1.337

Properties
Total energy = -1339.44053 Ha
ΔE to the lowest compared entry with this formula, charge and spin = 1.465 eV
Highest occupied orbital energy = -8.31 eV
Spin multiplicity = 1

***

# 3
# C24H24NO7S2

A structure of composition C24H24NO7S2 in a non-equilibrium geometry (ωB97M-V/def2-TZVPD, the OMol25 dataset).

Atoms and positions in Å:
C  -1.022  -1.049  2.784
C  -0.204  0.226  2.880
C  -1.066  1.284  2.182
N  1.062  0.051  1.916
O  1.798  1.053  1.805
O  1.231  -1.052  1.369
H  -1.958  -0.924  3.382
H  -1.383  -1.162  1.720
H  -0.497  -1.993  3.082
H  -2.134  1.166  2.479
H  -0.675  2.294  2.421
H  -1.058  1.125  1.068
C  2.133  -5.851  6.337
O  2.515  -4.984  5.240
C  1.858  -3.816  5.039
C  2.507  -2.880  4.186
C  2.031  -1.576  4.118
C  0.882  -1.172  4.802
C  0.311  0.158  4.580
C  0.050  0.874  5.761
S  -0.708  2.447  5.668
C  -2.454  2.082  5.679
C  -3.247  2.484  4.603
C  -4.585  2.099  4.557
C  -5.146  1.406  5.638
C  -4.360  1.084  6.752
C  -3.002  1.407  6.770
O  -0.399  3.124  6.908
O  -0.357  3.049  4.396
S  0.820  0.442  7.334
C  1.500  1.828  8.282
C  1.053  1.995  9.590
C  1.561  3.043  10.362
C  2.537  3.893  9.838
C  3.016  3.688  8.537
C  2.510  2.639  7.764
O  -0.247  -0.168  8.117
O  2.038  -0.288  6.992
C  0.260  -2.098  5.662
C  0.706  -3.420  5.764
H  2.814  -6.700  6.237
H  2.284  -5.363  7.315
H  1.090  -6.194  6.242
H  3.411  -3.178  3.643
H  2.528  -0.843  3.489
H  0.578  1.002  3.763
H  -2.807  3.081  3.802
H  -5.172  2.348  3.672
H  -6.196  1.114  5.618
H  -4.794  0.573  7.613
H  -2.367  1.138  7.615
H  0.287  1.321  9.964
H  1.187  3.180  11.379
H  2.939  4.703  10.448
H  3.789  4.335  8.117
H  2.870  2.464  6.751
H  -0.658  -1.805  6.181
H  0.241  -4.099  6.495

Properties
Total energy = -2306.47402 Ha
ΔE to the lowest compared entry with this formula, charge and spin = 1.079 eV
Net charge = -1
Highest occupied orbital energy = -2.74 eV
Spin multiplicity = 1

***

# 4
# C24H25BiBrN8S2Se

A structure of composition C24H25BiBrN8S2Se in a non-equilibrium geometry (ωB97M-V/def2-TZVPD, the OMol25 dataset).

Atoms and positions in Å:
Bi  0.000  0.000  0.000
C  4.237  1.168  -3.055
C  4.095  0.075  -2.056
N  5.027  -0.801  -1.764
N  4.442  -1.608  -0.793
C  3.163  -1.160  -0.554
S  1.938  -1.619  0.433
N  2.965  -0.103  -1.356
N  1.756  0.469  -1.255
H  5.229  1.138  -3.512
H  4.096  2.134  -2.563
H  3.478  1.054  -3.834
H  4.927  -2.387  -0.366
H  1.796  1.706  -1.138
H  1.206  0.674  -2.351
Br  -1.814  0.606  -1.751
C  -1.553  2.480  -1.737
C  -2.339  3.285  -2.562
C  -2.154  4.666  -2.558
C  -1.185  5.240  -1.731
C  -0.388  4.438  -0.897
C  0.593  4.989  -0.055
C  1.371  4.168  0.764
C  1.178  2.789  0.752
C  0.208  2.231  -0.078
C  -0.579  3.039  -0.904
H  -3.095  2.846  -3.208
H  -2.764  5.299  -3.199
H  -1.056  6.320  -1.742
H  0.758  6.064  -0.032
H  2.128  4.605  1.411
H  1.777  2.142  1.385
N  -0.364  -1.230  -1.779
H  -0.390  -0.626  -2.630
H  -1.277  -1.728  -1.687
H  0.399  -1.936  -1.886
Se  -0.654  -3.426  0.046
N  -1.033  -1.800  0.712
C  -1.983  -1.868  1.647
C  -2.473  -0.760  2.333
C  -3.472  -0.955  3.295
C  -3.960  -2.250  3.553
C  -3.451  -3.353  2.849
C  -2.457  -3.135  1.895
N  -1.891  -4.104  1.159
H  -2.089  0.232  2.126
H  -3.865  -0.107  3.837
H  -4.731  -2.395  4.296
H  -3.822  -4.351  3.042
S  0.727  0.454  2.406
C  1.236  0.746  3.972
N  0.310  1.064  4.943
C  0.634  1.320  6.253
C  1.910  1.269  6.656
C  2.949  0.943  5.707
C  2.656  0.690  4.423
H  -0.661  1.107  4.653
H  -0.184  1.559  6.924
H  2.185  1.467  7.686
H  3.974  0.909  6.062
H  3.422  0.444  3.697
H  -1.220  0.619  1.269

Properties
Total energy = -7353.30249 Ha
Net charge = +1
Highest occupied orbital energy (spin up / spin down) = -8.74 / -7.79 eV
Spin multiplicity = 1

***

# 5
# C24H25Cl2N2O7P2RhS

A structure of composition C24H25Cl2N2O7P2RhS in a non-equilibrium geometry (ωB97M-V/def2-TZVPD, the OMol25 dataset).

Atoms and positions in Å:
Rh  -0.296  0.588  0.541
O  -2.329  -2.976  -0.271
C  -1.513  -2.307  0.333
O  -0.803  -1.360  -0.255
C  -1.211  -2.605  1.773
C  -1.459  -3.892  2.194
C  -1.161  -4.284  3.490
C  -0.646  -3.389  4.394
C  -0.435  -2.087  4.010
C  -0.691  -1.626  2.680
O  -0.485  -0.403  2.384
N  0.057  -1.177  5.057
O  -0.104  0.022  4.943
O  0.568  -1.693  6.038
N  -1.411  -5.664  3.907
O  -1.149  -5.972  5.054
O  -1.858  -6.436  3.078
H  -1.882  -4.600  1.496
H  -0.421  -3.694  5.406
C  -2.595  -0.036  -1.964
P  -0.977  0.639  -1.576
C  0.141  -0.057  -2.797
C  -1.215  2.425  -1.958
C  -1.996  2.892  -3.009
C  -2.254  4.254  -3.144
C  -1.730  5.153  -2.223
C  -0.926  4.691  -1.186
C  -0.672  3.334  -1.056
P  0.498  2.618  0.121
C  2.015  2.764  -0.854
C  0.808  3.787  1.454
H  -3.367  0.522  -1.444
H  -2.622  -1.086  -1.688
H  -2.744  0.072  -3.041
H  0.101  0.536  -3.711
H  -0.168  -1.081  -2.992
H  1.155  -0.070  -2.400
H  -2.423  2.199  -3.725
H  -2.870  4.609  -3.960
H  -1.944  6.210  -2.314
H  -0.510  5.392  -0.471
H  2.119  3.819  -1.125
H  1.948  2.160  -1.756
H  2.871  2.431  -0.273
H  1.241  4.714  1.078
H  1.527  3.304  2.122
H  -0.108  3.990  2.010
S  1.819  -0.190  0.134
C  2.772  0.191  1.573
C  2.261  0.790  2.724
C  3.104  1.037  3.811
C  4.448  0.708  3.752
C  4.953  0.110  2.605
C  4.125  -0.151  1.523
H  1.207  0.994  2.816
H  2.683  1.466  4.713
H  5.094  0.900  4.600
H  5.999  -0.167  2.555
H  4.520  -0.634  0.635
Cl  -2.801  0.967  1.144
C  -3.601  2.549  0.954
Cl  -2.786  3.834  1.836
H  -4.598  2.426  1.356
H  -3.615  2.797  -0.101

Properties
Total energy = -3677.46141 Ha
ΔE to the lowest compared entry with this formula, charge and spin = 1.993 eV
Highest occupied orbital energy = -7.87 eV
Spin multiplicity = 1

***

# 6
# C24H25Cl3HoNO3

A structure of composition C24H25Cl3HoNO3 in a non-equilibrium geometry (ωB97M-V/def2-TZVPD, the OMol25 dataset).

Atoms and positions in Å:
C  -1.724  2.294  -0.894
C  -0.295  2.345  -0.870
C  0.215  1.251  -1.640
H  0.304  3.122  -0.395
C  -0.908  0.533  -2.170
C  -2.103  1.184  -1.718
H  -0.849  -0.274  -2.903
C  -0.418  0.190  2.861
C  0.225  1.339  2.306
C  1.357  0.893  1.559
H  -0.044  2.379  2.500
C  1.448  -0.526  1.681
C  0.309  -0.960  2.436
H  1.261  1.063  -1.902
H  -3.121  0.945  -2.031
H  -2.408  3.022  -0.452
H  0.143  -1.995  2.743
H  2.092  1.524  1.051
H  -1.255  0.180  3.562
Ho  -0.989  0.196  0.336
C  2.682  -1.380  1.451
C  2.918  -2.270  2.690
C  3.937  -0.517  1.298
H  3.046  -1.654  3.588
H  3.840  -2.849  2.550
H  2.102  -2.979  2.868
H  4.039  0.120  2.187
H  3.911  0.097  0.395
H  4.818  -1.168  1.240
C  2.460  -2.362  0.248
C  2.883  -1.985  -1.167
H  1.392  -2.647  0.210
H  3.006  -3.297  0.480
O  3.592  -0.993  -1.440
N  2.444  -2.872  -2.091
C  2.705  -2.830  -3.529
H  1.963  -3.695  -1.740
C  2.962  -1.429  -3.974
C  2.082  -0.772  -4.822
H  1.246  -1.330  -5.256
C  2.242  0.601  -5.056
H  1.518  1.131  -5.679
C  3.339  1.277  -4.505
H  3.450  2.348  -4.673
C  4.287  0.592  -3.743
H  5.166  1.095  -3.333
C  4.103  -0.774  -3.466
H  4.949  -1.367  -3.116
H  1.823  -3.242  -4.023
H  3.562  -3.481  -3.767
Cl  -4.795  -3.020  1.407
C  -3.208  -3.283  0.676
Cl  -2.111  -4.107  1.817
Cl  -3.339  -4.159  -0.852
C  -2.507  -1.914  0.385
O  -2.940  -0.811  0.881
O  -1.390  -1.935  -0.265

Properties
Total energy = -3538.71603 Ha
<S²> = 6.005
Highest occupied orbital energy (spin up / spin down) = -7.73 / -7.73 eV
Spin multiplicity = 5

***

# 7
# C24H25Cl3NO3Sm

A structure of composition C24H25Cl3NO3Sm in a non-equilibrium geometry (ωB97M-V/def2-TZVPD, the OMol25 dataset).

Atoms and positions in Å:
C  2.233  -0.139  2.505
C  2.275  -0.841  1.278
C  1.912  0.051  0.244
H  2.524  -1.880  1.158
C  1.679  1.312  0.831
C  1.880  1.195  2.218
H  1.341  2.193  0.317
C  -1.249  -1.743  2.875
C  -0.152  -2.460  2.370
C  -0.247  -2.463  0.961
H  0.640  -2.901  2.951
C  -1.396  -1.742  0.573
C  -2.013  -1.302  1.775
H  1.847  -0.179  -0.806
H  1.708  1.973  2.941
H  2.448  -0.546  3.478
H  -2.896  -0.694  1.845
H  0.460  -2.918  0.291
H  -1.453  -1.531  3.912
Sm  0.049  -0.215  1.646
C  -1.927  -1.534  -0.829
C  -3.435  -1.805  -0.809
C  -1.245  -2.484  -1.808
H  -3.630  -2.815  -0.452
H  -3.853  -1.696  -1.804
H  -3.948  -1.114  -0.141
H  -1.435  -3.522  -1.541
H  -0.166  -2.329  -1.818
H  -1.624  -2.320  -2.811
C  -1.630  -0.078  -1.210
C  -2.168  0.444  -2.525
H  -0.545  0.063  -1.217
H  -1.987  0.583  -0.421
O  -3.075  -0.070  -3.171
N  -1.567  1.587  -2.970
C  -0.380  2.217  -2.438
H  -1.891  1.882  -3.877
C  0.937  1.640  -2.904
C  2.119  2.264  -2.508
H  2.073  3.135  -1.866
C  3.349  1.773  -2.913
H  4.257  2.269  -2.596
C  3.418  0.641  -3.716
H  4.379  0.253  -4.029
C  2.248  0.008  -4.105
H  2.291  -0.875  -4.728
C  1.015  0.507  -3.704
H  0.107  0.013  -4.022
H  -0.408  2.192  -1.350
H  -0.421  3.273  -2.708
Cl  -0.945  3.242  6.386
C  -0.335  1.626  5.936
Cl  1.349  1.480  6.498
Cl  -1.327  0.396  6.757
C  -0.385  1.402  4.453
O  -0.842  2.327  3.640
O  0.031  0.256  3.963

Properties
Total energy = -3248.52197 Ha
<S²> = 8.762
Highest occupied orbital energy (spin up / spin down) = -8.89 / -8.95 eV
Spin multiplicity = 6

***

# 8
# C24H25ClF3MoN4O3S6

A structure of composition C24H25ClF3MoN4O3S6 in a non-equilibrium geometry (ωB97M-V/def2-TZVPD, the OMol25 dataset).

Atoms and positions in Å:
Mo  1.180  -0.322  0.137
C  -3.038  0.863  -2.404
C  -3.962  1.051  -1.213
S  -3.407  0.080  0.240
C  -3.354  1.355  1.547
C  -2.441  2.540  1.310
S  -0.673  2.103  0.970
C  -0.399  3.207  -0.455
C  -1.204  2.880  -1.703
S  -1.240  1.084  -2.082
H  -3.083  -0.170  -2.744
H  -3.332  1.523  -3.222
H  -4.028  2.095  -0.918
H  -4.963  0.701  -1.474
H  -4.375  1.708  1.721
H  -3.021  0.795  2.419
H  -2.787  3.139  0.472
H  -2.429  3.160  2.206
H  -0.609  4.225  -0.121
H  0.666  3.110  -0.662
H  -2.241  3.197  -1.608
H  -0.758  3.393  -2.556
S  2.177  -1.866  1.917
C  3.093  -2.568  0.645
S  2.804  -1.782  -0.885
C  3.991  -3.601  0.805
C  4.308  -4.142  2.059
N  4.623  -4.589  3.071
C  4.665  -4.157  -0.294
N  5.229  -4.656  -1.163
C  -1.078  -2.789  -2.113
C  -1.683  -3.002  -0.760
C  -2.679  -3.937  -0.564
C  -3.208  -4.179  0.694
C  -2.729  -3.463  1.776
C  -1.744  -2.507  1.627
C  -1.257  -1.749  2.824
C  -1.193  -2.257  0.345
N  -0.220  -1.378  0.151
H  -0.157  -3.370  -2.204
H  -0.803  -1.742  -2.255
H  -1.770  -3.101  -2.894
H  -3.043  -4.502  -1.413
H  -3.982  -4.921  0.828
H  -3.116  -3.658  2.766
H  -0.874  -2.443  3.571
H  -2.076  -1.189  3.274
H  -0.458  -1.063  2.531
Cl  4.979  3.851  0.320
C  3.841  2.901  1.206
C  3.601  3.170  2.555
C  2.701  2.307  3.190
C  2.087  1.310  2.482
N  2.285  1.073  1.150
C  3.210  1.873  0.549
H  4.109  3.966  3.071
H  2.490  2.410  4.244
H  1.394  0.632  2.971
H  3.448  1.661  -0.486
F  0.851  2.324  -4.367
C  2.018  2.138  -3.735
F  2.968  2.132  -4.672
F  2.217  3.229  -2.975
S  2.120  0.621  -2.598
O  3.526  0.587  -2.355
O  1.488  -0.453  -3.283
O  1.346  1.162  -1.465

Properties
Total energy = -4591.50515 Ha
Net charge = -1
<S²> = 2.035
Highest occupied orbital energy (spin up / spin down) = -3.50 / -4.91 eV
Spin multiplicity = 3